The following is a DFT calculation (ωB97M-V/def2-TZVPD) of a gas-phase ion, C4H8N3 (charge +1).

Element x y z (Å)
1 C 0.717 0.388 -1.544
2 N 0.118 0.443 -0.158
3 C 0.503 1.538 0.755
4 C -0.526 -0.936 0.449
5 N -0.791 -1.928 -0.310
6 C -0.959 -0.769 1.774
7 N -1.313 -0.512 2.845
8 H 0.323 1.239 -1.970
9 H 1.781 0.615 -1.565
10 H 0.448 -0.630 -1.900
11 H 0.442 2.366 0.108
12 H -0.116 1.744 1.647
13 H 1.499 1.211 1.119
14 H -1.417 -2.763 0.062
15 H -0.709 -2.005 -1.310

Output
DFT total energy = -321.11925 Ha
net charge = +1
energy above the lowest of the compared OMol25 structures with the same formula, charge and spin = 108.0 kcal per mole
structure (SMILES) = CN(C)C(=[NH2+])C#N
HOMO-LUMO gap = 8.5 eV
strongest force on any atom = 8.4 eV/Å

=====

The following is a DFT calculation (ωB97M-V/def2-TZVPD) of 6 unconnected molecules or ions with the total composition C29H59NO11S5.

Element x y z (Å)
1 C -8.786 2.769 -6.274
2 C -8.785 3.602 -7.608
3 C -7.257 3.870 -7.856
4 C -9.273 2.645 -8.770
5 C -9.621 3.382 -10.076
6 C -10.497 4.537 -9.746
7 C -10.034 5.594 -8.738
8 C -8.925 6.430 -9.365
9 C -11.271 6.466 -8.354
10 N -9.620 4.841 -7.543
11 O -9.218 5.684 -6.518
12 H -9.818 2.488 -6.063
13 H -8.089 1.937 -6.380
14 H -8.396 3.383 -5.462
15 H -6.676 2.964 -8.028
16 H -7.008 4.410 -8.769
17 H -6.757 4.424 -7.062
18 H -8.370 2.067 -8.967
19 H -10.074 1.984 -8.442
20 H -8.732 3.722 -10.607
21 H -10.199 2.708 -10.708
22 H -11.446 4.146 -9.378
23 H -10.790 4.961 -10.707
24 H -8.062 5.884 -9.748
25 H -8.582 7.124 -8.597
26 H -9.279 7.089 -10.158
27 H -12.013 5.866 -7.826
28 H -11.723 6.912 -9.240
29 H -10.811 7.297 -7.818
30 H -9.833 5.429 -5.826
31 O -5.533 11.030 -12.890
32 S -5.979 12.170 -13.634
33 O -6.100 12.112 -15.091
34 C -7.456 12.912 -12.840
35 C -7.152 14.380 -12.712
36 C -5.691 14.572 -12.293
37 C -4.903 13.665 -13.234
38 H -7.426 12.415 -11.870
39 H -8.325 12.501 -13.354
40 H -7.252 15.004 -13.600
41 H -7.899 14.788 -12.030
42 H -5.536 14.265 -11.259
43 H -5.292 15.587 -12.301
44 H -3.939 13.248 -12.942
45 H -4.905 14.125 -14.223
46 O -13.846 17.735 0.151
47 S -13.072 17.729 -1.146
48 O -12.146 16.637 -1.525
49 C -14.329 17.872 -2.448
50 C -14.813 19.263 -2.378
51 C -13.616 20.218 -2.115
52 C -12.451 19.402 -1.559
53 H -15.039 17.047 -2.402
54 H -13.806 17.675 -3.385
55 H -15.371 19.473 -3.290
56 H -15.594 19.436 -1.637
57 H -13.862 20.989 -1.384
58 H -13.395 20.742 -3.045
59 H -11.842 19.879 -0.791
60 H -11.792 19.248 -2.414
61 O -15.384 11.513 -5.508
62 S -14.955 12.764 -6.194
63 O -15.685 14.022 -6.105
64 C -13.221 12.970 -5.754
65 C -12.560 13.512 -6.946
66 C -13.132 12.942 -8.171
67 C -14.544 12.450 -8.028
68 H -12.784 11.983 -5.602
69 H -13.134 13.509 -4.811
70 H -12.798 14.576 -6.961
71 H -11.470 13.530 -6.941
72 H -12.492 12.227 -8.688
73 H -13.209 13.725 -8.926
74 H -14.449 11.372 -8.162
75 H -15.319 12.809 -8.705
76 O -9.965 18.984 -7.081
77 S -9.856 20.270 -7.730
78 O -9.263 21.361 -6.975
79 C -9.296 20.102 -9.508
80 C -10.419 20.503 -10.455
81 C -11.770 20.370 -9.688
82 C -11.535 20.831 -8.277
83 H -8.944 19.077 -9.628
84 H -8.485 20.806 -9.696
85 H -10.330 21.489 -10.912
86 H -10.360 19.841 -11.319
87 H -12.049 19.319 -9.611
88 H -12.601 20.966 -10.063
89 H -12.243 20.481 -7.525
90 H -11.450 21.914 -8.184
91 O -23.323 7.184 -6.512
92 S -22.103 6.477 -6.917
93 O -21.249 5.680 -5.963
94 C -22.351 5.552 -8.481
95 C -22.013 6.495 -9.602
96 C -20.826 7.358 -9.179
97 C -20.990 7.741 -7.692
98 H -23.291 5.002 -8.512
99 H -21.493 4.891 -8.361
100 H -21.879 6.119 -10.616
101 H -22.888 7.142 -9.658
102 H -20.769 8.262 -9.785
103 H -19.840 6.961 -9.419
104 H -21.504 8.702 -7.673
105 H -20.147 7.813 -7.005

Output
DFT total energy = -4013.47381 Ha
net charge = 0
energy above the lowest of the compared OMol25 structures with the same formula, charge and spin = 87.5 kcal per mole
structure (SMILES) = CC1(C)CCCC(C)(C)N1O.O=S1(=O)CCCC1.O=S1(=O)CCCC1.O=S1(=O)CCCC1.O=S1(=O)CCCC1.O=S1(=O)CCCC1
HOMO-LUMO gap = 8.1 eV
strongest force on any atom = 3.6 eV/Å

=====

The following is a DFT calculation (ωB97M-V/def2-TZVPD) of a gas-phase ion, C3H5N2O3S (charge -1).

Element x y z (Å)
1 O -1.804 -1.327 0.634
2 S -1.972 -0.013 -0.073
3 O -3.137 0.718 0.490
4 O -2.020 -0.038 -1.524
5 C -0.526 1.013 0.378
6 C 0.750 0.363 0.069
7 C 1.721 0.173 -0.889
8 N 1.999 -1.159 -0.374
9 N 0.939 -0.961 0.592
10 H -0.569 2.011 -0.090
11 H -0.742 1.373 1.468
12 H 2.491 0.728 -1.374
13 H 2.876 -1.341 0.037
14 H -0.007 -1.537 0.657

Output
DFT total energy = -850.70038 Ha
net charge = -1
energy above the lowest of the compared OMol25 structures with the same formula, charge and spin = 29.1 kcal per mole
structure (SMILES) = O=S(=O)([O-])Cc1c[nH][nH]1
HOMO-LUMO gap = 8.5 eV
strongest force on any atom = 3.1 eV/Å

=====

The following is a DFT calculation (ωB97M-V/def2-TZVPD) of a molecular structure, C28H46O8PtSSeSi2.

Element x y z (Å)
1 Pt -2.217 0.299 0.094
2 C -0.710 2.576 2.440
3 C 0.282 2.626 1.306
4 C 0.628 4.061 0.939
5 C 1.528 1.838 1.662
6 O -0.408 2.001 0.128
7 Si -0.034 1.864 -1.476
8 S -1.530 0.440 -2.079
9 O 1.485 1.322 -1.642
10 C 2.425 1.282 -2.762
11 C 3.478 0.266 -2.385
12 C 1.684 0.870 -4.034
13 C 3.047 2.661 -2.914
14 O -0.175 3.230 -2.336
15 C -1.284 4.128 -2.651
16 C -1.760 3.772 -4.047
17 C -2.407 3.993 -1.629
18 C -0.714 5.527 -2.626
19 H -0.255 2.996 3.346
20 H -1.021 1.545 2.648
21 H -1.613 3.146 2.193
22 H 1.140 4.539 1.786
23 H -0.283 4.638 0.713
24 H 1.299 4.108 0.062
25 H 1.974 2.251 2.578
26 H 2.270 1.879 0.857
27 H 1.268 0.789 1.838
28 H 3.032 -0.728 -2.275
29 H 3.941 0.548 -1.428
30 H 4.263 0.220 -3.158
31 H 1.189 -0.107 -3.889
32 H 2.385 0.784 -4.876
33 H 0.913 1.618 -4.302
34 H 3.581 2.937 -1.993
35 H 2.267 3.414 -3.107
36 H 3.763 2.671 -3.751
37 H -2.080 2.720 -4.082
38 H -0.952 3.919 -4.779
39 H -2.615 4.402 -4.334
40 H -2.907 3.020 -1.697
41 H -3.159 4.771 -1.811
42 H -2.032 4.112 -0.600
43 H 0.145 5.595 -3.308
44 H -0.377 5.785 -1.612
45 H -1.476 6.258 -2.941
46 O -4.175 -0.854 0.357
47 Se -4.280 0.194 1.693
48 O -5.701 0.262 2.487
49 O -3.771 1.622 0.898
50 O -2.895 -0.176 2.559
51 C -2.536 -2.958 2.774
52 C -1.823 -3.693 1.659
53 C -1.169 -4.993 2.058
54 C -2.587 -3.712 0.342
55 Si -0.095 -2.393 1.132
56 O -0.742 -1.059 0.623
57 C 0.669 -3.413 -0.175
58 C 1.510 -4.517 0.042
59 C 2.097 -5.184 -1.029
60 C 1.831 -4.767 -2.332
61 C 0.980 -3.685 -2.564
62 C 0.407 -3.002 -1.490
63 C 0.766 -2.228 2.726
64 C 0.229 -1.294 3.625
65 C 0.882 -1.022 4.820
66 C 2.076 -1.679 5.131
67 C 2.621 -2.607 4.243
68 C 1.966 -2.883 3.041
69 H -3.522 -3.452 2.872
70 H -2.738 -1.899 2.556
71 H -2.009 -3.037 3.729
72 H -1.995 -5.654 2.366
73 H -0.492 -4.882 2.914
74 H -0.636 -5.476 1.230
75 H -3.484 -4.329 0.526
76 H -2.019 -4.167 -0.476
77 H -2.930 -2.712 0.038
78 H 1.706 -4.877 1.054
79 H 2.755 -6.034 -0.846
80 H 2.286 -5.290 -3.170
81 H 0.766 -3.364 -3.583
82 H -0.251 -2.152 -1.670
83 H -0.699 -0.762 3.377
84 H 0.464 -0.288 5.508
85 H 2.586 -1.463 6.066
86 H 3.554 -3.111 4.482
87 H 2.417 -3.594 2.342

Output
DFT total energy = -5194.37379 Ha
net charge = 0
spin multiplicity = 5
<S²> = 6.016
energy above the lowest of the compared OMol25 structures with the same formula, charge and spin = 0.0 kcal per mole
HOMO-LUMO gap (alpha / beta) = 8.6 / 6.5 eV
strongest force on any atom = 1.7 eV/Å

=====

The following is a DFT calculation (ωB97M-V/def2-TZVPD) of 3 unconnected molecules or ions with the total composition C4H14O2.

Element x y z (Å)
1 C -2.352 0.975 0.882
2 C -1.320 -0.107 0.566
3 C -1.412 -0.696 -0.841
4 C -0.098 -0.514 -1.649
5 H -2.464 1.623 0.019
6 H -2.039 1.524 1.756
7 H -3.314 0.479 1.040
8 H -1.424 -0.888 1.333
9 H -0.306 0.226 0.774
10 H -1.591 -1.774 -0.890
11 H -2.199 -0.207 -1.413
12 H -0.271 -1.032 -2.601
13 H 0.772 -0.865 -1.090
14 H 0.056 0.534 -1.882
15 O 2.175 2.546 -0.139
16 H 2.981 2.237 0.277
17 H 2.140 2.370 -1.080
18 O 2.290 -2.271 1.084
19 H 1.483 -2.787 1.208
20 H 2.142 -1.325 1.050

Output
DFT total energy = -311.25488 Ha
net charge = 0
energy above the lowest of the compared OMol25 structures with the same formula, charge and spin = 15.7 kcal per mole
structure (SMILES) = CCCC.O.O
HOMO-LUMO gap = 11.6 eV
strongest force on any atom = 1.2 eV/Å

=====

The following is a DFT calculation (ωB97M-V/def2-TZVPD) of a molecular structure, C4H5F3O3.

Element x y z (Å)
1 C 0.551 0.570 -0.163
2 C 2.620 -0.609 0.050
3 C -1.947 -0.797 -0.155
4 C -1.363 0.531 0.329
5 O 0.933 1.512 -0.769
6 O -1.788 1.637 -0.313
7 O 1.186 -0.472 0.394
8 F -1.288 -1.102 -1.285
9 F -1.687 -1.760 0.780
10 F -1.629 0.695 1.626
11 H 2.658 -0.717 -0.991
12 H 3.065 -1.516 0.525
13 H 3.256 0.323 0.308
14 H -3.049 -0.808 -0.376
15 H -1.518 2.512 0.040

Output
DFT total energy = -680.68268 Ha
net charge = 0
energy above the lowest of the compared OMol25 structures with the same formula, charge and spin = 6.8 kcal per mole
HOMO-LUMO gap = 10.5 eV
strongest force on any atom = 3.9 eV/Å

=====

The following is a DFT calculation (ωB97M-V/def2-TZVPD) of 5 unconnected molecules or ions with the total composition C31H26F24O6S.

Element x y z (Å)
1 C 5.439 -0.754 2.837
2 C 6.338 0.403 3.350
3 C 5.475 1.594 3.707
4 F 6.226 2.669 3.948
5 F 4.451 1.970 3.009
6 F 6.976 -0.095 4.443
7 F 7.276 0.712 2.442
8 O 6.275 -1.900 2.847
9 C 5.876 -3.032 2.051
10 C 6.722 -4.175 2.537
11 F 6.320 -5.238 1.861
12 F 8.045 -3.939 2.282
13 F 4.622 -3.289 2.229
14 F 6.174 -2.716 0.765
15 H 5.117 -0.574 1.811
16 H 4.590 -0.842 3.514
17 H 4.914 1.498 4.637
18 H 6.638 -4.425 3.595
19 C 3.100 5.471 4.212
20 C 2.344 4.189 3.885
21 C 0.794 4.430 4.034
22 F 0.011 3.437 3.554
23 F 0.268 4.834 5.203
24 F 2.551 3.871 2.649
25 F 2.708 3.202 4.751
26 O 2.663 6.137 5.388
27 C 3.416 7.135 5.936
28 C 2.945 7.404 7.344
29 F 3.760 8.225 8.054
30 F 1.669 7.766 7.548
31 F 4.729 6.859 5.955
32 F 3.252 8.123 5.118
33 H 3.064 6.097 3.320
34 H 4.153 5.195 4.259
35 H 0.589 5.182 3.273
36 H 3.011 6.429 7.827
37 C -2.002 0.853 1.343
38 C -2.746 1.138 0.006
39 C -2.601 -0.037 -1.072
40 F -3.153 -1.248 -0.848
41 F -2.969 0.373 -2.313
42 F -4.040 1.171 0.265
43 F -2.513 2.327 -0.408
44 O -0.589 0.680 1.078
45 C 0.119 -0.127 2.004
46 C 1.598 0.316 2.106
47 F 2.180 -0.070 3.263
48 F 2.345 0.032 1.054
49 F -0.481 0.022 3.227
50 F 0.056 -1.446 1.685
51 H -2.436 -0.060 1.752
52 H -2.178 1.672 2.040
53 H -1.538 -0.212 -1.233
54 H 1.653 1.397 2.234
55 C -2.902 -2.244 5.134
56 S -4.294 -2.489 3.895
57 O -4.504 -1.162 3.240
58 C -3.430 -3.546 2.579
59 H -2.094 -1.777 4.571
60 H -2.841 -3.267 5.504
61 H -3.267 -1.564 5.903
62 H -4.079 -4.247 2.054
63 H -2.606 -4.107 3.019
64 H -3.041 -2.910 1.784
65 C -3.906 -1.800 -4.580
66 C -4.338 -0.647 -5.049
67 C -4.693 -0.502 -6.346
68 C -4.385 -1.477 -7.315
69 C -3.959 -2.702 -6.833
70 C -3.726 -2.820 -5.472
71 C -3.733 -3.872 -7.767
72 O -3.457 -4.957 -7.317
73 C -4.009 -3.592 -9.185
74 C -3.810 -4.703 -10.131
75 C -4.033 -4.556 -11.497
76 C -4.275 -3.292 -11.942
77 C -4.430 -2.221 -11.066
78 C -4.365 -2.341 -9.642
79 C -4.671 -1.227 -8.767
80 O -5.112 -0.158 -9.178
81 H -3.641 -1.851 -3.534
82 H -4.521 0.087 -4.278
83 H -5.060 0.484 -6.590
84 H -3.327 -3.740 -5.072
85 H -3.698 -5.665 -9.653
86 H -4.026 -5.310 -12.269
87 H -4.306 -3.181 -13.015
88 H -4.664 -1.280 -11.541

Output
DFT total energy = -4443.17165 Ha
net charge = 0
HOMO-LUMO gap = 8.2 eV
strongest force on any atom = 5.1 eV/Å

=====

The following is a DFT calculation (ωB97M-V/def2-TZVPD) of C3H4N2O3 in the gas phase.

Element x y z (Å)
1 N -0.260 1.943 -0.823
2 C -0.036 0.658 -0.295
3 C -0.571 -0.491 -0.715
4 N 0.137 -1.594 -0.083
5 O -0.882 -1.954 0.828
6 O 1.246 -1.025 0.610
7 C 1.153 0.314 0.618
8 O 1.933 1.021 1.197
9 H 0.491 2.509 -0.375
10 H -1.106 2.331 -0.484
11 H -1.384 -0.811 -1.387
12 H -0.722 -2.900 0.910

Output
DFT total energy = -451.83698 Ha
net charge = 0
energy above the lowest of the compared OMol25 structures with the same formula, charge and spin = 89.6 kcal per mole
structure (SMILES) = Nc1cn(O)oc1=O
HOMO-LUMO gap = 9.9 eV
strongest force on any atom = 2.5 eV/Å

=====

The following is a DFT calculation (ωB97M-V/def2-TZVPD) of a molecular structure, C2F6NO4RbS2.

Element x y z (Å)
1 Rb -2.723 0.579 -1.334
2 C -0.818 -2.484 -0.102
3 F -1.609 -2.097 0.902
4 F -0.449 -3.737 0.089
5 F -1.525 -2.437 -1.241
6 S 0.715 -1.398 -0.105
7 O 1.245 -1.555 1.230
8 O 1.526 -1.903 -1.180
9 N -0.059 0.104 -0.392
10 S 1.016 1.254 -0.313
11 O 2.238 1.032 0.425
12 O 1.159 1.873 -1.614
13 C 0.016 2.474 0.729
14 F 0.590 3.681 0.710
15 F -1.237 2.559 0.200
16 F -0.086 2.054 1.997

Output
DFT total energy = -1851.57885 Ha
net charge = 0
energy above the lowest of the compared OMol25 structures with the same formula, charge and spin = 0.6 kcal per mole
HOMO-LUMO gap = 8.6 eV
strongest force on any atom = 3.4 eV/Å

=====

The following is a DFT calculation (ωB97M-V/def2-TZVPD) of 2 unconnected molecules or ions with the total composition C3H11NO2.

Element x y z (Å)
1 C -0.780 -0.871 -1.856
2 C -1.053 0.407 -1.058
3 O -1.736 0.076 0.152
4 C 0.217 1.186 -0.691
5 N -0.194 2.339 0.217
6 H -1.411 -1.740 -1.412
7 H 0.223 -1.165 -1.708
8 H -1.084 -0.770 -2.882
9 H -1.655 0.977 -1.734
10 H -1.702 -0.853 0.331
11 H 0.928 1.479 -1.491
12 H 0.797 0.419 -0.152
13 H -1.011 1.925 0.646
14 H 0.523 2.274 0.957
15 O 3.010 -2.409 2.541
16 H 3.029 -1.684 3.174
17 H 2.224 -2.904 2.836

Output
DFT total energy = -326.09607 Ha
net charge = 0
energy above the lowest of the compared OMol25 structures with the same formula, charge and spin = 22.2 kcal per mole
structure (SMILES) = C[C@@H](O)CN.O
HOMO-LUMO gap = 10.1 eV
strongest force on any atom = 2.6 eV/Å

=====

The following is a DFT calculation (ωB97M-V/def2-TZVPD) of a gas-phase ion, C3H6N4 (charge +2).

Element x y z (Å)
1 C 0.734 -1.436 0.010
2 C 1.023 0.105 -0.051
3 C -1.307 0.138 -0.058
4 N -0.429 -1.863 -0.004
5 N -0.178 0.773 -0.029
6 N 2.206 0.619 -0.021
7 N -2.543 0.272 0.036
8 H 1.416 -2.261 0.230
9 H -0.285 1.761 0.298
10 H 3.038 0.029 -0.289
11 H 2.481 1.516 0.310
12 H -2.927 -0.640 -0.227
13 H -3.230 0.988 -0.203

Output
DFT total energy = -336.12608 Ha
net charge = +2
energy above the lowest of the compared OMol25 structures with the same formula, charge and spin = 69.3 kcal per mole
HOMO-LUMO gap (alpha / beta) = 9.2 / 9.2 eV
strongest force on any atom = 5.9 eV/Å

=====

The following is a DFT calculation (ωB97M-V/def2-TZVPD) of 2 unconnected molecules or ions with the total composition CHBr2NO2.

Element x y z (Å)
1 C -0.001 1.171 0.597
2 N 0.007 -1.498 -0.379
3 O -0.471 -2.434 0.107
4 O 0.435 -1.215 -1.458
5 Br -1.397 2.340 0.214
6 Br 1.556 1.105 -0.480
7 H -0.129 0.531 1.398

Output
DFT total energy = -5391.76490 Ha
net charge = 0
energy above the lowest of the compared OMol25 structures with the same formula, charge and spin = 50.6 kcal per mole
HOMO-LUMO gap (alpha / beta) = 6.9 / 9.7 eV
strongest force on any atom = 2.7 eV/Å